The following is a DFT calculation (the ωB97M-V functional and the def2-TZVPD basis) of one molecule with the formula C4H7NO2.

Calculated values
HOMO (eV): -9.7273
Net charge: 0
DFT total energy (Ha): -361.81554
HOMO-LUMO gap (eV): 10.612
SMILES: O[C@@H]1CN=COC1

CARTESIAN COORDINATES (ANGSTROEM)
O: -0.507 1.617 0.682
C: 0.185 0.407 0.923
C: 1.337 0.205 -0.045
N: 0.955 -0.325 -1.337
C: -0.272 -0.491 -1.590
O: -1.326 -0.339 -0.720
C: -0.882 -0.650 0.657
H: -1.076 1.387 -0.075
H: 0.570 0.466 1.946
H: 2.097 -0.454 0.387
H: 1.795 1.183 -0.220
H: -0.556 -0.795 -2.592
H: -0.633 -1.712 0.600
H: -1.686 -0.500 1.384

Results of the natural (NBO) charge analysis, in e, for atoms 1 through 4: number 1, O, carries -0.713; number 2, C, carries 0.036; number 3, C, carries -0.280; number 4, N, carries -0.456

The following is a DFT calculation (the ωB97M-V functional and the def2-TZVPD basis) of C4H7NO2 as an isolated structure at a distorted geometry.

Calculated values
HOMO (eV): -7.8207
Net charge: 0
DFT total energy (Ha): -361.67357
HOMO-LUMO gap (eV): 8.505

CARTESIAN COORDINATES (ANGSTROEM)
N: 1.828 0.639 1.025
C: 0.658 -0.099 1.017
O: -0.571 0.478 1.092
C: 0.772 -1.418 0.818
C: -0.993 -0.110 -0.551
C: -1.793 0.835 -1.285
O: -0.522 0.363 -1.790
H: 1.627 1.557 0.679
H: 2.719 0.267 0.680
H: 0.169 -2.221 1.228
H: 1.769 -1.789 0.608
H: -1.341 -1.131 -0.676
H: -1.669 1.830 -0.888
H: -2.652 0.797 -1.956

Results of the natural (NBO) charge analysis, in e, for atoms 1 through 4: number 1, N, carries -0.817; number 2, C, carries 0.486; number 3, O, carries -0.535; number 4, C, carries -0.662

The following is a DFT calculation (the ωB97M-V functional and the def2-TZVPD basis) of one molecule with the formula C4H7NO2 at a distorted geometry.

Calculated values
HOMO (eV): -9.7357
Net charge: 0
DFT total energy (Ha): -361.79038
HOMO-LUMO gap (eV): 10.650
SMILES: [H]/N=C1/CO[C@H](C)O1

CARTESIAN COORDINATES (ANGSTROEM)
H: -3.108 -0.497 -0.917
N: -2.235 -0.176 -1.306
C: -1.267 0.107 -0.524
C: -0.294 0.975 -1.236
O: 1.036 0.713 -0.549
C: 0.820 0.299 0.727
C: 1.393 -1.031 1.161
O: -0.905 -0.068 0.743
H: -0.198 0.690 -2.284
H: -0.626 2.025 -1.138
H: 0.896 1.095 1.482
H: 0.842 -1.298 2.067
H: 2.467 -1.072 1.395
H: 1.180 -1.761 0.379

Results of the natural (NBO) charge analysis, in e, for atoms 1 through 4: number 1, H, carries 0.352; number 2, N, carries -0.735; number 3, C, carries 0.531; number 4, C, carries -0.131

Question: HOMO-LUMO gap of number 3 (C4H7NO2)?
Answer: 10.650 eV